Record 1
The following is a DFT calculation (the ωB97M-V functional and the def2-TZVPD basis) of C13H22Cl3GeIrNO7PS2Se as an isolated structure.

Properties
Gap between HOMO and LUMO (alpha / beta) ... 0.290 / 0.226 hartree
Molar mass ... 849.57 g/mol
LUMO level (alpha / beta) ... 2.41 / -0.33 eV

Structure (ORCA input):
```
! RIJCOSX wB97M-V def2-TZVPD def2/J DEFGRID3
* xyz -1 6
Ir 0.606 1.912 1.805
Cl -2.385 0.719 4.945
Ge -2.581 0.547 2.747
Cl -0.251 -0.391 2.400
Cl -4.896 0.922 2.721
Se 2.941 1.936 2.575
C 3.959 0.500 1.770
C 4.893 0.793 0.777
C 5.657 -0.240 0.261
N 5.557 -1.496 0.665
C 4.670 -1.772 1.609
C 3.850 -0.821 2.196
H 5.008 1.807 0.426
H 6.393 -0.050 -0.513
H 4.617 -2.812 1.910
H 3.139 -1.103 2.957
O -2.022 4.106 3.943
S -1.166 3.284 3.151
O -0.236 2.435 3.905
O -1.940 2.402 2.187
S 0.025 4.375 1.946
C 0.466 -2.939 -1.591
C 0.809 -1.450 -1.455
C 1.401 -0.913 -2.754
C 1.803 -1.256 -0.309
O -0.414 -0.801 -1.144
P -0.654 0.807 -1.233
O -0.585 1.346 -2.603
O 0.308 1.486 -0.268
O -2.114 0.855 -0.553
C -3.288 0.331 -1.189
C -3.145 0.148 -2.699
C -3.570 -1.039 -0.567
C -4.423 1.320 -0.909
H 1.373 -3.509 -1.776
H -0.230 -3.093 -2.412
H 0.002 -3.290 -0.672
H 2.339 -1.415 -2.976
H 1.568 0.154 -2.648
H 0.704 -1.061 -3.576
H 2.753 -1.733 -0.539
H 1.403 -1.676 0.609
H 1.963 -0.192 -0.154
H -2.337 -0.546 -2.906
H -2.909 1.091 -3.181
H -4.079 -0.246 -3.101
H -2.696 -1.669 -0.713
H -4.434 -1.501 -1.038
H -3.757 -0.944 0.501
H -4.228 2.264 -1.412
H -4.504 1.510 0.158
H -5.363 0.909 -1.269
*
```


Record 2
The following is a DFT calculation (the ωB97M-V functional and the def2-TZVPD basis) of an isolated ion of composition C13H22INO3 and charge -1.

Properties
Gap between HOMO and LUMO (alpha / beta) ... 0.268 / 0.268 hartree
Molar mass ... 367.23 g/mol
LUMO level (alpha / beta) ... 2.60 / 2.60 eV

Structure (ORCA input):
```
! RIJCOSX wB97M-V def2-TZVPD def2/J DEFGRID3
* xyz -1 2
C 1.253 -2.489 0.795
C 1.193 -0.944 0.761
C 2.219 -0.460 1.813
C -0.255 -0.532 1.113
C -0.885 0.572 0.248
C -1.679 0.046 -0.969
C -3.164 -0.195 -0.709
C -3.481 -1.211 0.377
I -2.915 -3.213 -0.210
C -1.860 1.430 1.109
O -2.373 2.426 0.520
O -2.084 1.060 2.299
C 0.231 1.545 -0.176
C 1.467 0.912 -0.860
C 1.314 1.100 -2.374
C 2.731 1.711 -0.471
N 1.615 -0.541 -0.596
O 1.185 -1.310 -1.528
H 2.144 -2.860 0.299
H 1.169 -2.808 1.829
H 0.396 -2.891 0.267
H 2.504 -1.295 2.442
H 1.801 0.306 2.458
H 3.139 -0.131 1.342
H -0.883 -1.414 1.091
H -0.256 -0.213 2.148
H -1.579 0.783 -1.759
H -1.265 -0.885 -1.352
H -3.715 0.724 -0.543
H -3.564 -0.633 -1.627
H -3.053 -0.950 1.337
H -4.557 -1.261 0.466
H -0.176 2.270 -0.872
H 0.515 2.103 0.716
H 0.367 0.732 -2.744
H 1.370 2.155 -2.623
H 2.128 0.607 -2.899
H 3.630 1.143 -0.679
H 2.671 1.968 0.582
H 2.703 2.642 -1.025
*
```


Record 3
The following is a DFT calculation (the ωB97M-V functional and the def2-TZVPD basis) of C13H22NO5S2 as an isolated structure.

Properties
Gap between HOMO and LUMO ... 0.299 hartree
Molar mass ... 336.45 g/mol
LUMO level ... 2.42 eV

Structure (ORCA input):
```
! RIJCOSX wB97M-V def2-TZVPD def2/J DEFGRID3
* xyz -1 1
C 3.964 -0.099 1.789
S 4.777 1.420 1.320
O 5.687 1.714 2.407
O 5.406 1.144 0.053
N 3.710 2.617 1.288
S 2.468 2.524 0.281
O 2.471 3.644 -0.634
O 2.265 1.229 -0.340
C 1.043 2.858 1.328
C 1.101 2.255 2.732
C -0.198 1.585 3.195
C -0.799 0.605 2.220
C -2.178 0.530 2.018
C -2.698 -0.363 1.086
C -1.866 -1.184 0.339
C -0.486 -1.121 0.535
C 0.028 -0.231 1.473
H 4.695 -0.810 2.143
H 3.426 -0.466 0.923
H 3.231 0.124 2.556
H 0.183 2.532 0.751
H 0.985 3.936 1.404
H 1.295 3.067 3.427
H 1.954 1.599 2.838
H -0.932 2.367 3.391
H -0.028 1.099 4.154
H -2.813 1.192 2.586
H -3.766 -0.398 0.932
H -2.232 -1.866 -0.412
H 0.187 -1.724 -0.049
H 1.096 -0.180 1.598
C -2.123 -1.878 -4.988
C -2.501 -2.127 -3.536
C -2.831 -3.591 -3.286
O -3.611 -1.308 -3.169
H -2.958 -2.133 -5.647
H -1.891 -0.825 -5.144
H -1.257 -2.472 -5.280
H -1.677 -1.825 -2.889
H -3.687 -3.898 -3.894
H -3.100 -3.749 -2.240
H -1.985 -4.236 -3.529
H -4.354 -1.557 -3.729
*
```


Record 4
The following is a DFT calculation (the ωB97M-V functional and the def2-TZVPD basis) of C13H23BF4IrNP as an isolated structure.

Properties
Gap between HOMO and LUMO (alpha / beta) ... 0.183 / 0.174 hartree
Molar mass ... 503.33 g/mol
LUMO level (alpha / beta) ... -7.39 / -11.34 eV

Structure (ORCA input):
```
! RIJCOSX wB97M-V def2-TZVPD def2/J DEFGRID3
* xyz 2 6
C -2.766 -0.579 -2.405
C -1.456 -0.501 -2.857
C -0.418 -0.223 -1.962
C -0.709 0.041 -0.634
C -2.007 -0.126 -0.151
C -3.045 -0.374 -1.056
C 1.008 -0.300 -2.349
C 1.922 0.315 -1.287
N 1.724 1.815 -1.137
Ir 0.835 0.677 0.604
C -2.238 -0.038 1.314
P -0.541 -0.033 2.145
H -1.205 -0.663 -3.905
H -4.061 -0.432 -0.676
H -3.568 -0.839 -3.092
H -2.814 -0.897 1.687
H -2.789 0.868 1.610
H 1.277 -1.364 -2.434
H 1.201 0.155 -3.331
H 2.041 -0.265 -0.294
C -0.544 -1.717 2.819
C -0.836 1.139 3.490
H 2.953 0.244 -1.648
C 3.044 2.465 -0.791
C 0.605 2.513 -0.443
H 1.131 -0.114 2.298
H 3.364 2.137 0.206
H 3.767 2.159 -1.558
H 2.897 3.543 -0.825
H 0.956 3.548 -0.411
H -0.323 2.494 -1.011
H 0.506 2.398 0.712
H -1.220 0.605 4.366
H 0.130 1.601 3.718
H -1.562 1.887 3.153
H -1.138 -2.347 2.152
H 0.482 -2.089 2.780
H -0.937 -1.725 3.840
H 1.552 2.160 -2.140
F 1.470 -2.812 0.626
B 0.554 -3.645 -0.110
F 0.776 -5.001 0.253
F -0.779 -3.245 0.234
F 0.761 -3.435 -1.502
*
```


- What is the formula in the first record?
  C13H22Cl3GeIrNO7PS2Se